16
Properties=species:S:1:pos:R:3:forces:R:3:nbo_charge:R:1 method="wB97M-V/def2-TZVPD" homo_ev="-8.2 / -8.2" de_lowest_kcal_mol=113.85 energy_ha=-234.4211
C 2.136750 0.590475 0.255906 0.025 0.065 0.003 -0.61
C 1.402790 -0.745866 0.221891 -0.031 -0.058 0.001 -0.60
C -1.768658 0.054770 -0.363848 0.061 0.376 0.143 0.16
C -2.206896 -1.281931 0.001128 0.016 -0.021 0.005 -0.71
C -1.401857 1.239241 -0.359166 -0.007 -0.134 -0.013 -0.24
C -0.942361 2.499208 -0.248632 -0.147 -0.267 -0.142 -0.13
H 2.728214 0.739903 -0.653876 -0.076 -0.009 0.137 0.20
H 1.431284 1.425881 0.344511 0.135 -0.135 -0.017 0.21
H 2.818807 0.644767 1.111100 -0.096 0.005 -0.122 0.20
H 2.101865 -1.587894 0.175663 -0.089 0.114 0.008 0.20
H 0.782656 -0.874813 1.116835 0.088 0.003 -0.141 0.20
H 0.748417 -0.811076 -0.655302 0.105 -0.007 0.134 0.20
H -1.948390 -1.532061 1.035467 -0.040 0.010 -0.139 0.23
H -3.299823 -1.309460 -0.091924 0.122 0.014 -0.005 0.27
H -1.810312 -2.045166 -0.675422 -0.059 0.118 0.060 0.25
H -0.772492 2.994023 -1.214326 -0.009 -0.075 0.089 0.16